The following is a DFT calculation (the ωB97M-V functional and the def2-TZVPD basis) of a molecular structure, C25H21N6O3Os.

```
56
Properties=species:S:1:pos:R:3:forces:R:3:lowdin_charge:R:1
Os 0.229 2.055 -2.623 0.25 -0.14 0.80 1.46
O -1.835 -0.534 -4.804 -0.09 -0.15 -0.07 0.22
C -1.510 0.377 -4.121 0.23 0.18 -0.02 -0.37
N -0.165 0.900 -4.033 -0.08 -0.18 -0.18 -0.05
C 0.907 0.497 -4.915 -0.14 -0.03 0.24 -0.37
O 0.779 -0.246 -5.828 0.01 -0.05 -0.17 0.22
C 2.200 1.155 -4.522 -0.01 0.05 -0.02 -0.18
C 3.332 0.993 -5.287 0.01 0.00 0.00 0.06
C 4.489 1.668 -4.908 0.00 -0.01 0.00 0.03
C 4.460 2.474 -3.781 0.00 0.00 0.01 0.01
C 3.285 2.585 -3.056 0.01 -0.01 -0.01 -0.09
N 2.170 1.934 -3.415 -0.08 0.03 0.01 -0.10
C -2.447 1.181 -3.263 0.02 0.00 0.06 -0.18
C -3.810 1.046 -3.399 -0.02 0.00 0.01 0.06
C -4.635 1.889 -2.663 0.00 0.00 0.00 0.02
C -4.057 2.833 -1.829 -0.01 -0.01 0.00 0.00
C -2.677 2.898 -1.734 0.02 -0.01 -0.02 -0.11
N -1.878 2.077 -2.428 0.03 -0.02 -0.03 -0.09
H 3.288 0.361 -6.164 0.00 0.00 0.00 0.15
H 5.395 1.571 -5.491 0.00 0.00 0.00 0.14
H 5.334 3.022 -3.460 0.00 0.00 0.00 0.13
H 3.225 3.209 -2.174 -0.01 0.00 0.00 0.12
H -4.199 0.309 -4.089 0.00 0.00 0.00 0.15
H -5.711 1.823 -2.758 0.00 0.00 0.00 0.14
H -4.661 3.528 -1.263 0.00 0.00 0.00 0.13
H -2.196 3.639 -1.107 0.01 0.00 -0.01 0.12
C -0.874 -5.561 5.094 -0.09 0.24 -0.11 0.01
C -0.578 -4.131 4.878 -0.13 -0.21 -0.07 -0.15
C -1.281 -3.367 3.906 -0.06 -0.02 -0.04 0.03
C -1.025 -2.042 3.719 -0.17 -0.10 -0.21 0.04
C -0.036 -1.403 4.522 0.17 0.56 -0.08 -0.18
N 0.237 -0.081 4.431 -0.10 -0.42 0.09 0.21
C -0.594 0.936 3.842 -0.17 0.22 -0.47 -0.44
O -1.082 1.765 4.541 0.08 -0.11 0.11 0.22
N -0.820 0.903 2.467 -0.03 -0.03 0.28 0.15
C 0.051 0.606 1.410 0.00 0.05 -0.24 -0.18
C 1.124 -0.283 1.471 -0.09 -0.12 0.35 0.04
C 1.899 -0.481 0.339 0.08 0.08 -0.28 0.01
C 1.618 0.198 -0.824 0.19 -0.28 0.17 -0.08
N 0.579 1.059 -0.893 -0.25 0.54 -0.71 -0.12
C -0.193 1.244 0.197 -0.08 -0.03 0.27 -0.03
C 0.696 -2.166 5.486 0.11 -0.16 0.17 0.06
C 0.427 -3.485 5.653 0.16 0.15 0.10 0.04
H -1.722 -5.911 4.512 0.01 0.01 -0.01 0.10
H -1.051 -5.755 6.157 0.03 -0.01 0.07 0.13
H 0.007 -6.161 4.835 0.08 -0.03 0.02 0.13
H -2.051 -3.855 3.323 0.01 0.01 0.00 0.14
H -1.596 -1.469 3.002 0.00 0.00 0.01 0.13
H 0.776 0.310 5.199 0.10 0.02 0.04 0.18
H -1.513 1.610 2.255 -0.02 -0.01 -0.02 0.16
H 1.366 -0.816 2.377 0.00 0.00 -0.04 0.11
H 2.734 -1.167 0.360 0.00 0.01 0.00 0.14
H 2.208 0.070 -1.718 -0.01 0.00 0.01 0.12
H -1.027 1.923 0.088 0.02 0.01 0.00 0.11
H 1.447 -1.672 6.091 0.00 -0.01 0.00 0.14
H 0.968 -4.059 6.394 0.01 0.00 0.00 0.15
```
Forces are in eV/Å.

Calculated total energy (eV): -43787.4146
2S+1: 1
Total charge: +3
E_HOMO (alpha / beta) (eV): -15.3 / -15.2
HOMO-LUMO gap (alpha / beta) (eV): 1.925 / 1.910
Energy above the lowest of the compared OMol25 structures with the same formula, charge and spin (kcal/mol): 0.6